Record 1
C2H2ClP | wB97M-V/def2-TZVPD

Computed properties:
relative energy (zero: lowest compared OMol25 entry of this formula, charge and spin)	88.86	kJ/mol
E	-878.8750	Eh
strongest force on any atom	0.0443	hartree/bohr
gap between HOMO and LUMO	0.328	Ha
LUMO level	-0.702	eV
M	92.5	g/mol
HOMO level	-9.63	eV

```
6
C2H2ClP, DFT wB97M-V/def2-TZVPD
C -0.1542 0.7305 -0.0942
C 0.6531 -0.3196 -0.0739
P 1.3976 1.0720 -0.9200
Cl 1.3157 0.2463 -3.4457
H -1.0864 1.1157 0.2559
H 0.7333 -1.3335 0.2488
```

=====

Record 2
C2H2Cu | wB97M-V/def2-TZVPD

Computed properties:
E	-1717.4457	Eh
strongest force on any atom	0.0305	hartree/bohr
gap between HOMO and LUMO	0.370	Ha
LUMO level	-6.199	eV
charge	+1
M	89.6	g/mol
HOMO level	-16.27	eV

```
5
C2H2Cu, DFT wB97M-V/def2-TZVPD
H -1.2971 -0.4015 0.6456
C -0.0662 -0.1492 0.3338
C -0.3946 -1.3016 0.6771
H -0.6380 -2.3448 0.8409
Cu 0.4480 1.6869 -1.2665
```

=====

Record 3
C2H2CuLiO2 | wB97M-V/def2-TZVPD

Computed properties:
relative energy (zero: lowest compared OMol25 entry of this formula, charge and spin)	192.63	kJ/mol
E	-1875.7842	Eh
strongest force on any atom	0.0337	hartree/bohr
gap between HOMO and LUMO (spin up / spin down)	0.153 / 0.153	Ha
LUMO level (spin up / spin down)	-1.405 / -1.404	eV
M	128.5	g/mol
HOMO level (spin up / spin down)	-5.57 / -5.57	eV

```
8
C2H2CuLiO2, DFT wB97M-V/def2-TZVPD
O -1.7548 -0.8486 0.1097
C -0.6406 -1.4357 -0.0312
C 0.5150 -0.4357 -0.1486
O 0.2341 0.8798 0.2094
Li 1.0907 2.2840 -0.3645
Cu -1.6929 1.0146 0.9081
H 0.9130 -0.6216 -1.1728
H 1.3354 -0.8366 0.4899
```

=====

Record 4
C2H2DyO3 | wB97M-V/def2-TZVPD

Computed properties:
E	-1186.5990	Eh
<S²>	9.57
strongest force on any atom	0.0770	hartree/bohr
gap between HOMO and LUMO (spin up / spin down)	0.379 / 0.210	Ha
LUMO level (spin up / spin down)	-15.896 / -18.997	eV
charge	+3
M	236.5	g/mol
2S+1	6
HOMO level (spin up / spin down)	-26.20 / -24.71	eV

```
8
C2H2DyO3, DFT wB97M-V/def2-TZVPD
H -0.5173 0.2036 1.3004
O -1.0732 -1.1861 -0.2482
O 0.2865 -1.6148 -0.3699
C -0.5133 0.1382 0.1749
C 0.8299 -0.4971 -0.0738
Dy 3.4410 0.0232 -0.2516
O -0.9271 1.1856 -0.5194
H -1.5266 1.7474 -0.0125
```